Molecular formula: C4H9INS
Method: DFT, the ωB97M-V functional and the def2-TZVPD basis

Last column: Löwdin charge in e.
Cartesian coordinates (Å):
1 C -1.09 -0.53 -0.02  -0.146
2 C 0.12 -0.15 0.80  -0.319
3 C 0.72 0.20 -0.51  0.017
4 C 0.85 -1.24 1.52  -0.037
5 N -0.54 -0.04 -1.24  0.039
6 S 1.24 3.63 -1.32  -0.142
7 I -1.01 3.35 -1.67  0.466
8 H -1.35 -1.59 -0.04  0.145
9 H -1.98 -0.03 0.40  0.147
10 H -0.14 0.69 1.54  0.182
11 H 1.61 0.63 -1.04  0.116
12 H 1.91 -1.13 1.60  0.085
13 H 0.78 -2.21 1.07  0.088
14 H 0.45 -1.26 2.49  0.077
15 H -0.54 -1.00 -1.81  0.244
16 H -1.02 0.68 -1.79  0.039

Output
* highest occupied orbital energy (alpha / beta): -12.80 / -12.44 eV
* charge: +1
* gap between HOMO and LUMO (alpha / beta): 7.914 / 6.398 eV
* relative energy (zero: lowest compared OMol25 entry of this formula, charge and spin): 78.2 kcal/mol

---

Molecular formula: C3H4N2O
Method: DFT, the ωB97M-V functional and the def2-TZVPD basis

Last column: Löwdin charge in e.
Cartesian coordinates (Å):
1 C -0.49 -0.41 -1.61  -0.244
2 C -0.99 -0.01 1.59  -0.023
3 C 0.18 0.58 -0.84  -0.229
4 N -1.15 -1.27 -2.11  0.129
5 N 1.37 0.14 -0.48  0.071
6 O -1.90 -0.07 2.42  -0.009
7 H -0.18 1.51 -0.76  0.065
8 H 0.03 -0.09 1.99  0.045
9 H 1.69 0.55 0.32  0.053
10 H 1.44 -0.91 -0.53  0.144

Output
* highest occupied orbital energy (alpha / beta): -7.77 / -9.06 eV
* charge: 0
* gap between HOMO and LUMO (alpha / beta): 7.210 / 8.780 eV
* relative energy (zero: lowest compared OMol25 entry of this formula, charge and spin): 115.9 kcal/mol

---

Molecular formula: C6H15NO
Method: DFT, the ωB97M-V functional and the def2-TZVPD basis

Last column: Löwdin charge in e.
Cartesian coordinates (Å):
1 C 0.93 -0.02 -0.75  -0.514
2 C -1.37 0.73 1.12  -0.285
3 C -1.67 -0.10 0.00  -0.252
4 C 1.31 -1.49 -0.80  -0.071
5 C 1.08 0.70 -2.08  -0.073
6 C 1.29 0.72 0.43  -0.079
7 N -1.48 0.07 2.41  0.003
8 O -1.92 -1.44 0.22  -0.026
9 H -1.74 -1.57 1.17  0.083
10 H -1.71 1.76 1.05  0.116
11 H -0.81 0.41 3.08  0.074
12 H -2.41 0.15 2.81  0.083
13 H -2.23 0.30 -0.84  0.130
14 H -0.35 -0.10 -0.63  0.094
15 H 2.38 -1.61 -1.03  0.080
16 H 1.12 -1.98 0.16  0.078
17 H 0.74 -2.03 -1.56  0.080
18 H 2.13 0.73 -2.39  0.080
19 H 0.51 0.19 -2.87  0.077
20 H 0.72 1.73 -2.02  0.077
21 H 0.03 0.87 1.00  0.089
22 H 1.88 0.21 1.19  0.078
23 H 1.56 1.77 0.32  0.077

Output
* highest occupied orbital energy: -7.72 eV
* charge: 0
* gap between HOMO and LUMO: 8.608 eV
* relative energy (zero: lowest compared OMol25 entry of this formula, charge and spin): 91.1 kcal/mol

---

Molecular formula: C10H16
Method: DFT, the ωB97M-V functional and the def2-TZVPD basis

Last column: Löwdin spin population.
Cartesian coordinates (Å):
1 C -1.41 2.32 1.37  0.068
2 C -0.54 -1.29 1.94  0.070
3 C 0.85 -1.18 2.15  0.208
4 C -1.36 -0.18 1.93  0.089
5 C -0.76 1.12 2.00  0.269
6 C 1.42 0.11 2.45  0.077
7 C 0.61 1.22 2.41  0.081
8 H -0.91 -2.31 2.08  0.005
9 H 1.48 -2.04 2.35  0.020
10 H -2.44 -0.29 1.99  0.016
11 H 2.47 0.20 2.66  0.005
12 H -1.69 3.15 2.02  0.008
13 H -2.25 1.97 0.75  0.008
14 H 1.02 2.19 2.67  0.014
15 H -0.78 2.72 0.53  0.028
16 C 0.64 -0.92 -2.13  0.003
17 C -0.37 -1.72 -3.00  0.004
18 C 0.95 0.51 -2.71  0.010
19 H 0.29 -0.92 -1.10  0.004
20 H 1.60 -1.41 -2.27  0.002
21 H -0.33 -1.30 -3.99  0.001
22 H 2.00 0.50 -2.99  0.001
23 H 0.30 0.67 -3.56  0.001
24 H 0.80 1.27 -1.94  0.006
25 H -0.19 -2.79 -2.96  0.000
26 H -1.39 -1.61 -2.64  0.003

Output
* highest occupied orbital energy (alpha / beta): 0.73 / -3.13 eV
* charge: -1
* 2S+1: 2
* gap between HOMO and LUMO (alpha / beta): 3.020 / 6.761 eV
* relative energy (zero: lowest compared OMol25 entry of this formula, charge and spin): 17.9 kcal/mol

---

Molecular formula: C4H7NO
Method: DFT, the ωB97M-V functional and the def2-TZVPD basis

Last column: Löwdin charge in e.
Cartesian coordinates (Å):
1 C 1.56 -0.54 -0.08  -0.035
2 C 0.11 -0.11 -0.04  -0.476
3 C -0.96 -1.01 0.58  -0.083
4 O -2.15 -0.77 0.20  -0.058
5 C -0.26 1.34 0.12  -0.116
6 N -0.39 0.68 -1.16  0.064
7 H 1.69 -1.41 -0.74  0.081
8 H 2.19 0.27 -0.46  0.083
9 H 1.90 -0.82 0.92  0.081
10 H -1.72 -1.71 1.10  0.153
11 H -1.16 1.58 0.68  0.110
12 H 0.55 2.06 0.20  0.109
13 H -1.37 0.44 -1.32  0.089

Output
* highest occupied orbital energy: -9.34 eV
* charge: 0
* structure (SMILES): C[C@@]1(C=O)CN1
* gap between HOMO and LUMO: 10.117 eV
* relative energy (zero: lowest compared OMol25 entry of this formula, charge and spin): 109.7 kcal/mol

---

Molecular formula: C7H8
Method: DFT, the ωB97M-V functional and the def2-TZVPD basis

Last column: Löwdin charge in e.
Cartesian coordinates (Å):
1 C -0.27 -1.50 -0.08  -0.078
2 C -0.51 -0.06 0.38  -0.400
3 C 0.21 0.96 -0.54  -0.201
4 C 1.66 0.87 -0.36  -0.147
5 C 2.85 0.77 -0.15  0.113
6 C -2.62 0.25 -0.49  0.185
7 C -2.01 0.30 0.65  -0.215
8 H -0.55 -1.65 -1.13  0.085
9 H 0.79 -1.75 0.04  0.076
10 H -0.86 -2.20 0.53  0.081
11 H -0.08 0.06 1.37  0.130
12 H -0.04 0.77 -1.59  0.121
13 H -0.13 1.97 -0.31  0.121
14 H 3.90 0.69 0.03  0.025
15 H -2.35 0.53 1.66  0.105

Output
* highest occupied orbital energy: -10.05 eV
* charge: 0
* gap between HOMO and LUMO: 9.806 eV
* relative energy (zero: lowest compared OMol25 entry of this formula, charge and spin): 136.1 kcal/mol

---

Molecular formula: C39H26Br2N5O7Sc
Method: DFT, the ωB97M-V functional and the def2-TZVPD basis

Last column: Löwdin charge in e.
Cartesian coordinates (Å):
1 Sc 0.05 0.40 -0.13  1.051
2 O 0.28 3.18 -3.28  0.068
3 C 0.22 2.20 -2.56  -0.580
4 O 0.40 2.14 -1.28  -0.124
5 C -0.20 0.86 -3.14  -0.161
6 C -0.37 0.53 -4.48  0.026
7 C -0.84 -0.75 -4.77  -0.024
8 C -1.15 -1.65 -3.75  0.031
9 C -0.97 -1.23 -2.45  -0.154
10 N -0.49 -0.02 -2.20  0.078
11 C -1.33 -1.97 -1.17  -0.567
12 O -1.69 -3.12 -1.20  0.088
13 O -1.23 -1.19 -0.13  -0.144
14 H -0.14 1.25 -5.25  0.123
15 H -0.98 -1.05 -5.80  0.111
16 H -1.54 -2.64 -3.95  0.127
17 C -4.00 3.10 -1.40  -0.028
18 O -3.43 3.56 -0.13  0.028
19 C -2.48 2.65 0.16  -0.308
20 N -2.23 1.72 -0.65  0.157
21 C -3.04 1.97 -1.85  -0.216
22 C -3.72 0.73 -2.37  -0.189
23 C -4.07 0.66 -3.71  -0.040
24 C -4.70 -0.47 -4.22  -0.082
25 C -4.97 -1.54 -3.38  -0.081
26 C -4.61 -1.49 -2.04  -0.061
27 C -3.99 -0.35 -1.53  -0.031
28 C -1.77 2.80 1.44  -0.142
29 C -2.04 3.85 2.31  0.035
30 C -1.37 3.88 3.52  -0.011
31 C -0.49 2.86 3.84  0.031
32 C -0.29 1.86 2.90  -0.154
33 N -0.89 1.84 1.71  0.159
34 C 0.60 0.71 3.16  -0.313
35 N 0.92 -0.12 2.26  0.153
36 C 1.86 -1.08 2.88  -0.210
37 C 1.84 -0.67 4.37  -0.031
38 O 1.07 0.57 4.40  0.030
39 C 1.55 -2.53 2.64  -0.193
40 C 0.36 -2.95 2.05  -0.019
41 C 0.12 -4.31 1.86  -0.061
42 C 1.06 -5.24 2.26  -0.093
43 C 2.25 -4.83 2.85  -0.094
44 C 2.49 -3.48 3.03  -0.053
45 H -5.01 2.73 -1.20  0.134
46 H -4.02 3.94 -2.07  0.132
47 H -2.37 2.34 -2.63  0.143
48 H -3.82 1.48 -4.37  0.120
49 H -4.96 -0.51 -5.26  0.103
50 H -5.45 -2.43 -3.77  0.103
51 H -4.78 -2.33 -1.39  0.113
52 H -3.67 -0.32 -0.50  0.114
53 H -2.76 4.60 2.03  0.127
54 H -1.55 4.69 4.23  0.119
55 H 0.03 2.82 4.78  0.126
56 H 2.85 -0.88 2.45  0.143
57 H 1.33 -1.40 5.00  0.134
58 H 2.83 -0.45 4.78  0.131
59 H -0.37 -2.23 1.71  0.090
60 H -0.79 -4.61 1.36  0.108
61 H 0.87 -6.30 2.10  0.102
62 H 2.99 -5.55 3.14  0.102
63 H 3.44 -3.15 3.45  0.119
64 Br 3.03 -3.61 -0.78  0.828
65 C 3.65 -1.91 -0.26  -0.596
66 C 5.02 -1.73 0.02  -0.165
67 C 5.51 -0.50 0.37  -0.633
68 Br 7.36 -0.32 0.71  0.759
69 C 4.65 0.62 0.47  -0.190
70 C 5.04 1.94 0.78  -0.026
71 C 4.11 2.93 0.84  -0.035
72 C 2.75 2.61 0.63  -0.107
73 N 2.35 1.39 0.37  0.076
74 C 3.27 0.41 0.23  -0.152
75 C 2.75 -0.86 -0.19  -0.401
76 O 1.48 -0.96 -0.45  -0.156
77 H 5.68 -2.58 -0.06  0.096
78 H 6.09 2.15 0.95  0.081
79 H 4.39 3.95 1.06  0.106
80 H 1.98 3.38 0.68  0.118

Output
* highest occupied orbital energy: -7.55 eV
* charge: 0
* gap between HOMO and LUMO: 6.648 eV
* relative energy (zero: lowest compared OMol25 entry of this formula, charge and spin): 2.8 kcal/mol

---

Molecular formula: C3H4N2OS
Method: DFT, the ωB97M-V functional and the def2-TZVPD basis

Last column: Löwdin charge in e.
Cartesian coordinates (Å):
1 C 0.94 -0.07 0.08  -0.458
2 C -0.55 1.34 -0.11  -0.222
3 C -1.15 0.14 -0.19  -0.647
4 H 2.38 -1.56 0.93  0.243
5 H 2.82 -0.14 0.01  0.046
6 H -1.22 2.31 0.15  0.161
7 H -2.98 -1.41 -0.90  -0.028
8 N 2.10 -0.81 -0.11  0.086
9 N 0.82 1.30 0.05  0.130
10 O -0.19 -0.86 -0.03  0.024
11 S -2.96 -0.24 0.12  0.664

Output
* highest occupied orbital energy: -8.50 eV
* charge: 0
* gap between HOMO and LUMO: 8.877 eV
* relative energy (zero: lowest compared OMol25 entry of this formula, charge and spin): 74.0 kcal/mol